Record 1
7
Properties=species:S:1:pos:R:3:forces:R:3 method="wB97M-V/def2-TZVPD" e_above_lowest_kcal_mol=114.02 energy_ev=-75217.9473 lumo_energy_ev=0.1 orbital_gap_ev=10.00 multiplicity=1
C 0.04393 -0.74657 -0.13472 1.56 1.66 0.12
O -0.06112 0.08988 0.95183 -0.33 1.62 1.02
O 0.36384 1.48019 0.68929 2.04 -2.63 1.64
Br -0.69712 2.35387 -0.32940 -2.06 1.37 -1.80
H 0.07182 -1.67040 0.24841 -0.51 -3.63 2.06
H 0.97738 -0.77505 -0.60052 1.83 0.94 -0.99
H -0.69872 -0.73192 -0.82490 -2.52 0.67 -2.05

---

Record 2
97
Properties=species:S:1:pos:R:3:forces:R:3 method="wB97M-V/def2-TZVPD" e_above_lowest_kcal_mol=53.55 energy_ev=-71669.7065 lumo_energy_ev=-6.3 orbital_gap_ev=4.92 total_charge=+2 multiplicity=1
Pd -0.94954 0.60171 -0.27706 0.42 -0.18 -0.11
N -6.61202 -2.23143 -1.19211 -0.07 0.04 0.01
C -5.43080 -2.08781 -0.54774 0.08 -0.02 0.00
C -4.44694 -1.17266 -0.97930 0.02 -0.21 -0.01
N -3.29574 -1.02394 -0.34236 -0.49 0.03 -0.03
C -3.10490 -1.77996 0.74291 0.13 0.13 0.08
C -4.06850 -2.68203 1.15963 0.04 0.00 0.00
N -5.22361 -2.84310 0.53016 -0.02 0.04 -0.04
H -6.80947 -1.75810 -2.05246 0.00 -0.03 -0.02
H -7.25087 -2.93537 -0.86565 0.01 -0.01 -0.01
H -4.61119 -0.59766 -1.88737 -0.01 0.04 0.02
H -2.17027 -1.65470 1.27315 0.00 -0.01 -0.02
H -3.89895 -3.30103 2.03294 -0.01 0.00 0.01
N -2.59962 3.69486 -3.46393 -0.05 -0.04 0.02
C -1.91197 2.35125 -3.46973 0.05 0.00 -0.03
C -2.77538 1.37361 -2.70742 0.05 -0.09 -0.07
N -2.94441 1.84249 -1.33684 -0.06 -0.20 0.06
C -3.64959 3.11315 -1.30658 0.03 0.10 -0.13
C -2.84777 4.16499 -2.05417 -0.01 0.07 0.01
H -3.49496 3.61166 -3.95269 0.02 0.01 -0.02
H -2.04835 4.38225 -3.97913 0.01 0.01 0.03
H -0.95289 2.48823 -2.96915 0.00 -0.03 -0.02
H -1.75365 2.05724 -4.50521 -0.02 0.00 0.00
H -2.26788 0.40749 -2.69180 -0.05 -0.01 0.03
H -3.73999 1.25205 -3.23035 0.03 0.02 -0.01
H -3.46865 1.14019 -0.82172 0.13 -0.06 0.10
H -3.78333 3.44743 -0.27820 0.02 0.00 0.00
H -4.65310 3.04179 -1.75756 0.02 0.01 0.01
H -1.86194 4.30718 -1.61348 -0.03 -0.01 0.05
H -3.37364 5.11637 -2.10605 0.01 0.00 0.00
F 2.83610 3.18343 1.11429 0.04 0.09 -0.04
B 2.15459 3.26415 -0.01341 -0.05 0.14 -0.03
F 2.75131 3.53461 -1.14828 0.05 -0.16 0.02
C 1.27963 -5.28553 -0.47466 -0.01 -0.02 0.01
C 0.60652 -4.81106 0.82582 -0.02 -0.01 -0.01
C 0.10931 -3.36290 0.70688 -0.04 -0.02 -0.04
C 1.10387 -2.56260 -0.13536 0.09 0.02 -0.01
C 1.00734 -3.03838 -1.59500 -0.03 0.00 -0.01
C 0.70220 -4.54476 -1.67603 0.00 -0.01 -0.03
P 0.94793 -0.73393 0.03213 -0.11 0.37 0.13
C 2.27779 -0.03558 -1.07064 -0.10 0.06 -0.02
C 1.81046 0.12489 -2.52216 -0.05 0.00 0.00
C 2.76674 1.00341 -3.34159 -0.03 0.02 -0.04
C 4.23869 0.81058 -2.93939 0.01 -0.01 -0.02
C 4.44341 -0.56550 -2.32047 0.03 0.04 0.01
C 3.68494 -0.66442 -0.99409 0.00 -0.10 0.03
C 1.65563 -0.35844 1.71555 -0.02 0.03 0.00
C 0.54732 -0.31528 2.77895 0.05 -0.02 0.01
C 1.15630 -0.01002 4.14163 0.00 0.03 0.02
C 2.00209 -1.20480 4.62105 0.03 0.01 -0.02
C 2.50901 -2.04205 3.43905 0.01 -0.03 0.01
C 2.87148 -1.16168 2.24538 0.06 -0.01 -0.02
H 1.15093 -6.36149 -0.59112 0.02 0.00 0.00
H 2.35853 -5.11111 -0.43061 0.00 0.01 0.00
H 1.31144 -4.88679 1.65745 0.00 -0.01 0.00
H -0.23545 -5.46152 1.07064 0.00 0.00 0.00
H -0.03208 -2.93609 1.70022 -0.01 -0.01 0.01
H -0.86433 -3.33881 0.20945 0.00 0.04 0.03
H 2.10347 -2.81186 0.23609 -0.01 0.02 -0.01
H 1.95008 -2.82766 -2.10562 0.00 0.00 -0.01
H 0.22392 -2.47826 -2.11732 0.02 0.01 0.00
H 1.10097 -4.94670 -2.60798 -0.01 -0.01 0.00
H -0.37850 -4.70658 -1.70933 -0.01 0.00 0.00
H 2.33791 0.98811 -0.66517 0.09 -0.04 -0.01
H 0.80081 0.55300 -2.52276 0.00 -0.04 0.00
H 1.72005 -0.85789 -2.98457 0.03 0.01 -0.01
H 2.49036 2.05612 -3.23420 0.01 0.01 0.00
H 2.64150 0.76052 -4.39921 0.00 0.01 0.00
H 4.53960 1.57095 -2.21138 -0.02 0.00 0.01
H 4.88360 0.94813 -3.80720 0.01 0.01 0.01
H 5.50168 -0.76090 -2.14434 0.00 0.00 -0.02
H 4.09857 -1.33593 -3.01614 -0.01 -0.01 0.00
H 4.26125 -0.15140 -0.21964 -0.01 -0.04 0.02
H 3.62838 -1.71069 -0.68958 0.00 -0.01 -0.04
H 1.99712 0.67836 1.58160 -0.11 0.01 0.01
H 0.02774 -1.27497 2.83148 -0.04 0.02 0.00
H -0.20699 0.41181 2.47782 -0.01 0.05 0.00
H 0.38237 0.22717 4.87573 0.01 -0.01 0.00
H 1.78871 0.88189 4.04897 -0.02 0.00 0.01
H 1.41045 -1.83456 5.28736 0.00 -0.01 0.00
H 2.84974 -0.84531 5.20699 -0.01 0.00 0.01
H 1.74998 -2.77019 3.14007 0.00 0.00 -0.01
H 3.37977 -2.62417 3.74269 -0.01 -0.01 0.00
H 3.33486 -1.76293 1.46515 -0.02 0.00 0.02
H 3.64315 -0.45370 2.56234 0.01 0.00 0.00
S 0.32625 3.08013 -0.01052 0.00 0.38 0.09
C -0.02817 3.60555 1.63744 -0.08 -0.40 0.19
N 0.58611 4.65894 2.21760 0.29 -0.05 -0.21
C 0.37778 5.04975 3.48670 -0.26 -0.14 0.17
C -0.54904 4.38423 4.25671 0.20 0.15 -0.15
C -1.23634 3.32060 3.68384 -0.09 -0.12 0.00
C -0.97721 2.92427 2.37892 -0.06 0.22 0.03
H 1.28983 5.15471 1.68159 -0.05 0.02 0.02
H 0.96056 5.88987 3.83467 0.01 0.00 -0.01
H -0.71934 4.69668 5.27576 -0.02 -0.01 0.01
H -1.96825 2.77682 4.26703 0.00 0.00 0.01
H -1.47449 2.08164 1.91200 0.02 -0.06 0.01

---

Record 3
50
Properties=species:S:1:pos:R:3:forces:R:3 method="wB97M-V/def2-TZVPD" e_above_lowest_kcal_mol=0.00 energy_ev=-42939.8907 lumo_energy_ev=-4.9 orbital_gap_ev=7.36 total_charge=+1 multiplicity=1
F 4.29341 1.77807 2.07017 -1.06 0.53 -0.94
C 3.34568 2.17725 1.15914 0.44 -0.03 0.45
C 3.77631 2.68127 -0.06480 -0.39 -0.15 0.02
C 2.77373 3.05124 -0.95472 0.15 0.59 -0.61
F 3.13262 3.61185 -2.15955 -0.33 -0.63 1.24
C 1.41303 2.92656 -0.67923 0.44 -0.36 0.15
C 1.02051 2.36139 0.54417 0.37 0.44 -0.17
C -0.47592 2.26519 0.85304 1.19 0.81 2.06
C -0.82539 1.34365 2.03032 0.03 -0.40 0.22
C -1.93544 1.66587 2.82149 0.19 -0.04 0.38
C -2.13683 0.95345 4.00879 -0.79 0.09 0.34
F -3.22234 1.27761 4.79860 1.34 -0.26 -0.91
C -1.29856 -0.07603 4.43017 -0.12 0.09 -0.33
C -0.30892 -0.47140 3.53571 0.54 -0.49 0.01
F 0.49220 -1.54413 3.87439 -1.04 1.40 -0.49
C -0.07237 0.19637 2.32916 -0.08 -0.04 0.50
C 1.99992 2.07055 1.50857 0.12 -0.09 -0.31
H 4.82965 2.78047 -0.30701 -0.20 -0.03 0.02
H 0.69534 3.28349 -1.41851 0.36 -0.16 0.12
H -0.72870 3.27702 1.22550 0.17 -0.44 -0.12
H -2.60202 2.49144 2.54574 0.29 -0.32 0.40
H -1.41821 -0.56082 5.39453 -0.09 0.04 -0.23
H 0.73564 -0.14321 1.68221 -0.22 0.08 0.25
H 1.73389 1.74649 2.51207 0.21 0.03 -0.33
C -1.39398 5.94586 -0.82295 -0.29 -0.21 -0.23
Si -2.35532 5.35800 0.64583 0.77 1.55 0.65
C -1.26362 5.38285 2.15640 -0.09 -0.04 0.11
C -3.91280 6.31678 0.89566 -0.07 -0.02 -0.11
O -2.93842 3.78304 0.32741 -0.03 -3.10 -1.24
C -2.69451 2.60829 -0.15984 -0.74 2.63 0.57
C -1.34749 2.00632 -0.30292 -1.43 -1.64 -1.48
C -1.68629 0.49672 -0.60129 0.55 0.12 -0.20
C -3.16947 0.43174 -0.98869 -0.33 -0.42 -0.47
C -3.81319 1.78444 -0.64585 -0.02 -0.63 -0.07
H -0.84447 6.85206 -0.53150 -0.10 -0.22 -0.11
H -0.67788 5.20590 -1.19855 -0.02 0.21 0.06
H -2.09734 6.20347 -1.62462 0.28 0.01 0.01
H -1.39321 6.38867 2.59392 0.12 -0.37 -0.07
H -1.53187 4.64239 2.92126 0.07 0.24 -0.07
H -0.20335 5.25887 1.89621 -0.23 0.04 0.11
H -3.69577 7.19546 1.51751 -0.15 -0.16 -0.16
H -4.28193 6.65958 -0.07900 -0.07 -0.01 0.24
H -4.69860 5.72387 1.37818 0.14 0.17 -0.02
H -0.94891 2.40690 -1.25499 -0.20 0.20 0.32
H -1.04180 0.13766 -1.41753 -0.22 0.04 0.36
H -1.50032 -0.13244 0.27418 0.05 0.29 -0.22
H -3.26307 0.23493 -2.06174 -0.09 0.02 0.23
H -3.68210 -0.38248 -0.46782 0.14 0.14 -0.14
H -4.61031 1.70733 0.11610 0.32 0.26 -0.24
H -4.26474 2.23704 -1.54628 0.09 0.23 0.45

---

Record 4
28
Properties=species:S:1:pos:R:3:forces:R:3 method="wB97M-V/def2-TZVPD" e_above_lowest_kcal_mol=74.25 energy_ev=-34217.1698 lumo_energy_ev=-3.1 orbital_gap_ev=8.45 total_charge=+1 multiplicity=1
C 1.60963 -3.30685 -0.95894 1.44 -0.16 -0.17
C 1.76522 -2.27603 -1.87386 -0.81 1.46 2.04
C 1.47786 -2.98789 0.40469 -1.04 -1.98 -0.77
C 1.49475 -0.94958 -1.42527 0.06 0.26 -2.48
C 0.98634 -1.76108 0.76991 0.66 0.46 -1.09
C 0.99117 -0.80096 -0.20246 -1.76 2.91 1.84
C -2.02089 -0.01362 0.88173 -1.31 2.37 -3.20
C 0.15670 1.21415 0.48480 2.67 -3.37 -1.58
C -1.30419 1.16909 0.14052 -0.52 -1.35 -0.93
N -1.93538 2.50153 0.60463 3.91 0.41 -0.71
N 0.99494 2.14308 -0.20290 -0.01 0.55 1.53
S 0.42189 1.13654 2.24494 0.56 0.96 0.25
S -1.39349 1.11089 -1.70224 -0.25 0.06 0.45
H 1.77079 -4.37885 -1.20010 0.00 1.02 -0.10
H 2.06935 -2.31043 -2.86425 0.44 -0.86 -1.72
H 1.60060 -3.89272 0.99608 -0.27 0.64 0.78
H 1.56569 -0.08078 -2.12684 0.04 -0.93 0.51
H 0.67363 -1.36285 1.67562 -0.29 -0.40 2.20
H -1.95545 0.27583 1.86796 -0.13 -0.24 2.53
H -3.07308 -0.04782 0.52522 0.46 0.14 0.50
H -1.60408 -0.93376 0.60710 0.95 -1.18 -0.04
H -2.72550 2.75663 0.11068 -2.18 0.51 -1.48
H -1.16786 3.21131 0.39432 -1.08 -0.65 0.34
H 0.98214 2.15356 -1.19994 -0.40 -0.31 -0.70
H -2.12206 2.52315 1.57144 -0.17 -0.07 1.78
H 1.96862 1.99996 0.07998 -0.50 0.21 -0.10
H 1.49436 1.99393 2.25468 -0.66 -0.49 0.05
H -2.72170 0.91355 -1.85749 0.21 0.01 0.27

---

Record 5
108
Properties=species:S:1:pos:R:3:forces:R:3 method="wB97M-V/def2-TZVPD" e_above_lowest_kcal_mol=210.28 energy_ev=-158657.1166 lumo_energy_ev="2.1 / 1.8" orbital_gap_ev="7.28 / 7.02" total_charge=-1 multiplicity=2
C -7.13797 2.31592 -0.66034 -0.13 -0.43 0.03
C -5.69729 2.90718 -1.27564 -1.45 -3.33 -0.80
C -5.72795 2.50606 -2.87626 -1.06 0.62 -0.87
C -4.52231 2.01929 -0.57488 0.31 -0.23 1.39
C -3.09577 2.77509 -0.32245 0.14 1.03 1.21
C -2.33209 2.15955 1.03316 3.02 -4.49 5.75
O -1.22131 2.73676 1.57041 -5.24 -1.14 -3.57
O -2.77029 0.91028 1.71738 0.94 6.75 -4.46
P -1.80176 2.48858 -1.75087 1.89 -3.08 1.13
O -0.52080 3.68924 -1.75098 -3.30 -0.66 0.37
O -2.53491 2.21490 -3.30408 0.05 1.00 1.64
S -0.90530 0.78254 -1.27549 -0.67 0.99 -0.87
C -3.24542 4.38330 -0.05535 -0.80 0.40 -0.94
C -4.81608 4.79834 0.15578 0.87 2.69 1.75
C -5.41497 4.39888 1.66519 -0.20 0.44 -0.47
C -4.83630 6.47235 0.14703 0.41 -0.25 0.25
N -5.70501 4.37723 -0.98195 2.31 0.37 -2.11
O -5.59902 5.15639 -2.06866 -0.49 -1.51 2.25
H -7.57919 3.11529 0.09612 0.83 -1.85 -1.61
H -6.97699 1.26727 -0.11388 -0.27 2.40 -1.07
H -7.90977 2.09666 -1.53437 1.57 0.74 1.88
H -6.81298 2.75364 -3.30634 2.39 -0.39 0.90
H -4.97479 3.10118 -3.54351 -1.29 -1.17 1.51
H -5.59385 1.33643 -3.07005 -0.16 2.53 0.86
H -4.32445 0.97803 -1.12434 -0.56 2.44 1.06
H -4.93353 1.70865 0.50227 1.41 0.66 -2.26
H -0.56741 4.14462 -0.85584 -0.04 -0.83 -1.13
H -3.04907 1.35259 -3.34284 1.13 1.36 0.71
H -2.82906 4.95455 -1.01700 -1.16 -1.01 2.01
H -2.64741 4.80069 0.85898 -1.02 -1.27 -1.64
H -4.55946 4.50576 2.48902 -1.87 -0.44 -1.98
H -6.25298 5.20450 1.90449 1.69 -1.74 -0.46
H -5.91772 3.34242 1.68269 1.22 1.98 0.11
H -5.96179 6.81640 0.07779 2.41 -0.53 -0.01
H -4.35776 6.88529 1.15072 -1.11 -1.07 -1.93
H -4.15878 6.90262 -0.72380 -1.78 -0.95 1.69
C -1.63242 -0.90058 -7.62723 -0.74 -0.81 0.43
C -1.53435 0.14088 -8.75171 -0.79 0.35 0.70
C -0.11977 0.41594 -9.25003 0.71 0.52 -0.55
F 0.68515 0.90337 -8.27876 -0.24 -0.09 -0.66
F -0.13572 1.35420 -10.23734 -0.30 -0.17 0.03
F -2.15327 1.28397 -8.35690 0.38 -0.22 -0.23
F -2.27216 -0.33357 -9.80573 0.52 -0.12 -0.04
O -1.72240 -0.38332 -6.29601 1.63 0.74 -0.22
C -0.47590 -0.06109 -5.68028 -0.72 -1.64 -0.34
C -0.32757 1.43604 -5.38231 0.00 0.92 0.43
F -0.42877 2.18331 -6.51196 -0.13 -0.26 0.16
F 0.89091 1.71044 -4.84570 -0.16 -0.53 -0.17
F 0.53461 -0.55266 -6.43674 -0.01 0.18 0.75
F -0.44648 -0.76477 -4.51646 -0.01 0.74 -0.37
H -2.58473 -1.42699 -7.77410 0.12 0.36 0.00
H -0.87229 -1.68569 -7.71182 0.03 0.38 -0.04
H 0.33856 -0.48737 -9.66262 -0.14 -0.10 0.08
H -1.09647 1.77652 -4.68449 0.08 -0.32 -0.08
C 1.36885 -4.80743 -2.90680 1.05 0.21 0.48
C 0.72245 -4.32301 -4.21303 0.66 -0.46 -0.23
C -0.73005 -3.87751 -4.08351 -0.82 0.68 -0.24
F -1.54162 -4.87492 -3.66471 0.09 0.37 -0.34
F -1.21487 -3.47419 -5.29084 0.34 -0.09 -0.07
F 0.86516 -5.28222 -5.16442 -0.24 0.15 0.09
F 1.45809 -3.25305 -4.65397 -0.50 -0.08 0.33
O 1.39861 -6.22404 -2.70653 -1.96 -0.36 0.07
C 0.21190 -6.78717 -2.14855 1.48 1.58 0.78
C -0.49586 -7.75454 -3.10534 -0.46 -0.39 -0.71
F -0.84275 -7.14391 -4.26792 0.36 -0.31 0.44
F -1.64715 -8.22864 -2.55974 0.38 0.23 0.26
F -0.59357 -5.78821 -1.71463 0.07 -1.04 0.11
F 0.61015 -7.45594 -1.03291 -0.33 -0.21 -0.66
H 2.42801 -4.52306 -2.96072 -0.27 -0.17 -0.23
H 0.98962 -4.27644 -2.02613 -0.18 -0.13 -0.33
H -0.82696 -3.03521 -3.39257 0.19 -0.03 0.02
H 0.14524 -8.60471 -3.35090 0.13 0.11 0.18
C 1.27906 1.81375 3.91632 -0.87 0.68 -0.72
C 1.27262 0.27850 3.95768 -0.24 0.29 -1.15
C 1.40595 -0.32646 5.35096 -0.35 -0.82 0.30
F 2.56758 0.01423 5.95380 -0.15 -0.38 0.08
F 1.39722 -1.68687 5.28326 -0.04 0.12 -0.16
F 2.22879 -0.19489 3.11671 0.06 -0.11 0.41
F 0.07717 -0.13380 3.42728 0.51 0.15 0.84
O 2.53099 2.42984 3.59866 1.43 -0.52 1.82
C 3.42077 2.60855 4.70005 -2.32 0.65 -0.94
C 4.71199 1.79258 4.56177 0.57 -0.54 -0.15
F 4.45477 0.46298 4.45788 0.10 0.53 -0.13
F 5.50875 1.94767 5.65221 -0.31 0.26 -0.02
F 2.75711 2.35727 5.85392 0.91 0.43 -0.06
F 3.71800 3.93582 4.72261 0.47 -0.54 -0.02
H 0.62040 2.10454 3.08736 0.09 -0.26 -0.04
H 0.81447 2.26164 4.80226 0.23 -0.30 -0.07
H 0.57608 -0.02430 5.99615 -0.01 0.12 -0.15
H 5.27616 2.09561 3.67635 -0.20 0.16 0.01
C 5.67371 -2.11549 6.54415 -0.67 0.78 -0.67
C 5.66727 -3.65073 6.58550 0.27 0.28 -0.95
C 5.80060 -4.25569 7.97879 -0.08 -0.87 0.56
F 6.96223 -3.91501 8.58162 -0.39 -0.37 -0.09
F 5.79187 -5.61611 7.91109 -0.11 0.20 -0.25
F 6.62344 -4.12412 5.74453 -0.11 -0.05 0.41
F 4.47181 -4.06304 6.05511 0.19 0.10 0.63
O 6.92563 -1.49939 6.22648 1.09 -0.64 1.66
C 7.81542 -1.32068 7.32788 -2.10 0.85 -0.66
C 9.10664 -2.13665 7.18959 0.62 -0.67 -0.12
F 8.84942 -3.46625 7.08571 0.08 0.61 -0.15
F 9.90339 -1.98157 8.28004 -0.37 0.30 -0.08
F 7.15176 -1.57197 8.48174 0.86 0.42 -0.15
F 8.11265 0.00658 7.35044 0.41 -0.67 -0.07
H 5.01504 -1.82470 5.71518 0.27 -0.21 0.08
H 5.20912 -1.66759 7.43008 0.23 -0.29 -0.07
H 4.97073 -3.95354 8.62398 -0.03 0.13 -0.14
H 9.67081 -1.83362 6.30417 -0.19 0.17 0.01